Here is a molecular structure, C55H63BiN4O5Sb2Si in a non-equilibrium geometry from OMol25. Energies are from ωB97M-V/def2-TZVPD.

For the electronic energy, the calculation gives -3713.26340 hartree. The value obtained for the energy above the lowest of the compared OMol25 structures with the same formula, charge and spin is 3.928 eV. The HOMO-LUMO gap is 7.7 eV. The calculation puts the largest force on an atom at 1.094 eV Å⁻¹.

Geometry as XYZ:
```
131
Properties=species:S:1:pos:R:3:forces:R:3
Bi -0.008421 0.429996 -0.926896 -0.11 0.11 -0.20
C -5.234893 -0.267434 2.790440 0.05 -0.01 0.01
O -4.617655 0.769982 2.046892 0.00 -0.16 -0.10
C -5.046129 2.034736 2.241205 -0.03 0.05 -0.06
C -5.961198 2.400028 3.221074 -0.05 0.02 0.10
C -6.389115 3.715848 3.332645 0.00 0.01 -0.03
C -5.906663 4.683383 2.467316 -0.04 -0.01 0.02
C -4.978936 4.326170 1.501083 0.08 0.04 0.03
C -4.532328 3.016794 1.379271 0.11 0.15 -0.01
N -3.642006 2.719753 0.315060 -0.24 -0.09 0.00
C -2.549972 1.911401 0.317724 0.24 0.32 -0.08
N -2.022430 1.687590 1.525541 0.01 0.06 0.05
C -1.015206 0.826945 2.018559 0.09 -0.13 -0.03
C -0.073513 0.192253 1.320391 0.00 0.06 0.18
C 0.945301 -0.714311 2.001262 -0.06 0.15 -0.08
C 0.932672 -0.677582 3.556891 0.14 0.31 -0.01
C -0.204105 0.054639 4.194256 0.19 -0.21 0.17
C -1.090563 0.744842 3.497012 -0.02 -0.05 -0.14
O -2.137745 1.447469 4.019952 -0.09 0.11 0.14
C -2.196233 1.557245 5.429531 -0.04 0.04 0.01
N -2.009576 1.501259 -0.816378 -0.26 -0.27 0.10
C -2.683696 1.803699 -2.044274 -0.11 -0.08 0.13
C -1.984716 2.507038 -3.021626 0.06 0.00 0.07
C -2.599210 2.947005 -4.177875 0.04 0.02 -0.17
C -3.947463 2.680791 -4.382051 0.03 -0.01 0.02
C -4.643707 1.930508 -3.452621 -0.01 0.03 -0.09
C -4.022496 1.453195 -2.301605 0.09 -0.22 0.01
O -4.805491 0.717342 -1.471335 0.07 -0.02 0.21
C -4.276493 -0.515512 -0.948986 -0.07 -0.01 -0.06
H -4.785025 -1.191506 2.440632 0.01 -0.03 -0.02
H -6.311238 -0.296251 2.609508 -0.01 0.02 -0.01
H -5.043946 -0.158792 3.860164 0.03 0.02 0.01
H -6.362819 1.651721 3.890500 0.02 0.03 -0.04
H -7.114412 3.973795 4.094401 0.04 0.00 -0.02
H -6.243894 5.708488 2.545021 0.02 -0.03 -0.02
H -4.583506 5.070365 0.817317 0.00 -0.04 0.05
H -3.886292 3.117430 -0.576411 -0.02 -0.07 -0.13
H -2.556134 2.088528 2.283336 0.00 0.10 0.00
H 0.710069 -1.737459 1.693515 0.17 0.66 0.00
H 0.901798 -1.704712 3.920920 0.03 0.02 -0.02
H -0.249562 0.001556 5.276252 -0.05 0.04 -0.06
H -3.039718 2.204038 5.652470 -0.04 0.01 -0.02
H -1.279809 2.003885 5.822114 0.02 -0.02 -0.01
H -2.351240 0.580884 5.893951 0.01 -0.03 -0.01
H -0.939028 2.724159 -2.844238 -0.04 -0.02 0.00
H -2.030423 3.501315 -4.915846 -0.03 -0.02 0.06
H -4.447819 3.035638 -5.273641 0.01 -0.02 0.01
H -5.685024 1.671265 -3.600247 0.05 -0.01 0.00
H -5.142098 -1.145863 -0.755729 -0.02 0.02 -0.01
H -3.735666 -0.359656 -0.016886 0.01 0.06 0.06
H -3.615101 -1.000189 -1.662479 0.02 0.01 -0.05
C 1.536390 -3.053142 -3.373486 -0.34 0.24 0.34
C 2.794642 -2.180812 -3.306676 0.02 -0.03 0.12
C 2.720129 -0.850759 -2.547171 -0.49 0.10 0.20
Sb 2.792073 -1.509787 -0.428930 1.09 -0.03 0.00
C 2.440081 -0.414714 1.524057 -0.39 0.15 -0.27
C 2.680875 1.017675 1.971574 0.13 -0.02 -0.06
C 2.565098 1.190873 3.283285 0.04 -0.12 0.18
C 2.298419 -0.079670 4.066534 0.07 -0.06 -0.24
C 3.325141 -1.108746 3.652673 -0.10 0.19 0.18
C 3.374851 -1.300249 2.345252 0.00 -0.09 -0.12
C 4.881281 -0.911955 -0.519910 -0.11 -0.06 0.02
C 5.778415 -1.722051 -1.217618 -0.04 0.00 0.07
C 7.084504 -1.308342 -1.451716 -0.04 -0.01 0.01
C 7.516343 -0.074936 -0.984293 0.02 -0.02 0.00
C 6.637997 0.737856 -0.281513 -0.05 -0.05 0.01
C 5.330281 0.322270 -0.053156 0.10 -0.05 -0.03
Sb 0.415448 -4.315653 -1.924130 0.52 0.00 0.15
C 0.087483 -3.507750 0.079126 -0.26 -0.14 -0.15
C 0.876878 -3.869165 1.173041 -0.09 -0.31 0.09
C 0.417545 -3.687883 2.472813 -0.16 -0.53 -0.06
C -0.843824 -3.147588 2.698435 -0.24 -0.22 -0.03
C -1.631680 -2.766017 1.620643 0.19 -0.11 0.20
C -1.173160 -2.953069 0.320234 -0.03 -0.03 -0.09
C 2.090802 -5.573437 -1.279534 -0.15 -0.03 -0.09
C 3.430956 -5.194198 -1.189397 -0.04 -0.11 -0.02
C 4.419364 -6.096116 -0.807576 -0.09 0.00 -0.01
C 4.080319 -7.404485 -0.489265 -0.02 0.04 0.01
C 2.752263 -7.802875 -0.562408 -0.01 0.01 0.00
C 1.775136 -6.898206 -0.961218 -0.06 0.12 -0.02
H 1.705066 -3.845047 -4.109422 0.01 0.02 -0.01
H 0.714420 -2.448773 -3.761727 -0.04 -0.20 -0.05
H 3.053565 -1.935608 -4.343888 0.06 -0.01 -0.03
H 3.641027 -2.762847 -2.935884 0.06 -0.04 -0.03
H 1.850685 -0.268043 -2.850095 0.07 -0.06 0.00
H 3.617039 -0.266277 -2.731585 0.04 0.09 0.07
H 2.915420 1.826628 1.295882 -0.13 -0.02 -0.04
H 2.680520 2.143524 3.788252 -0.02 -0.03 -0.10
H 2.263484 0.079550 5.142896 0.00 0.02 0.01
H 3.927584 -1.636103 4.382370 -0.02 -0.04 -0.07
H 4.050397 -2.005620 1.869544 -0.05 -0.02 0.11
H 5.457742 -2.692474 -1.586225 0.07 0.04 0.02
H 7.761280 -1.950503 -2.002074 0.01 0.00 0.02
H 8.535615 0.246988 -1.161960 -0.04 0.00 0.00
H 6.966591 1.702409 0.086289 0.00 -0.01 0.01
H 4.663625 0.972066 0.497709 0.04 0.00 -0.02
H 1.855683 -4.307043 1.012408 -0.02 0.00 0.03
H 1.040758 -3.979062 3.310656 0.01 -0.02 -0.03
H -1.212329 -3.027774 3.712025 0.04 0.04 -0.04
H -2.613197 -2.339733 1.794063 0.00 0.03 -0.03
H -1.792562 -2.667275 -0.527367 0.08 -0.08 0.14
H 3.713941 -4.175024 -1.401478 0.04 0.04 -0.06
H 5.454328 -5.774886 -0.761484 -0.04 0.00 0.03
H 4.845130 -8.106857 -0.179894 -0.02 0.01 -0.03
H 2.477930 -8.822506 -0.316157 0.00 0.04 -0.01
H 0.740530 -7.225828 -1.024492 0.07 -0.04 0.01
N -0.239063 -0.018221 -4.211614 -0.26 0.15 -0.01
C -1.554475 -0.642971 -4.448672 0.12 0.04 0.04
C -1.848658 -1.757052 -3.433164 0.17 -0.13 0.06
O -2.348960 -2.795424 -3.876365 0.04 0.23 0.33
O -1.529048 -1.509337 -2.214843 -0.10 -0.06 -0.49
H -0.061685 0.666741 -4.936342 0.03 0.08 -0.04
H 0.482512 -0.724055 -4.306972 -0.04 0.10 -0.09
H -1.649525 -1.086583 -5.438833 0.01 0.01 -0.11
H -2.327416 0.124201 -4.346725 0.02 0.00 0.01
C 1.462133 4.299449 -3.001906 -0.11 0.02 -0.11
Si 0.943290 4.153366 -1.202037 0.13 0.00 0.11
C -0.757308 4.891594 -0.876477 -0.08 0.00 0.00
C 2.163705 5.173349 -0.193322 0.07 0.06 -0.01
C 1.109272 2.404125 -0.577625 -0.01 0.08 -0.06
H 1.689506 5.341190 -3.250779 -0.04 -0.08 0.00
H 0.699587 3.949278 -3.705982 0.09 0.02 0.06
H 2.370111 3.712871 -3.177723 -0.07 0.04 0.03
H -0.683283 5.983412 -0.836707 -0.01 -0.08 -0.01
H -1.142649 4.550983 0.092718 0.06 0.03 -0.07
H -1.493595 4.634427 -1.641300 0.03 0.02 0.07
H 2.142509 6.229452 -0.483307 -0.01 -0.07 0.01
H 3.188836 4.814023 -0.334896 -0.08 0.01 0.02
H 1.935973 5.118244 0.876461 0.01 -0.01 -0.08
H 1.026763 2.489683 0.509007 0.07 0.01 0.01
H 2.146047 2.102633 -0.797695 -0.04 0.02 0.06
```
Forces are in eV/Å.